<one>
Density functional theory data (wB97M-V/def2-TZVPD) for the molecule C5H13NO3S.

Positions of all 23 atoms, in Å:
C 1.62 -1.37 3.09
O 1.18 -0.98 1.76
S 1.12 0.62 1.51
O 2.27 1.18 2.09
O -0.22 0.92 1.99
C 1.05 0.53 -0.29
N -0.32 0.38 -0.81
C -0.98 -0.74 -0.17
C -1.14 1.53 -0.59
C -0.28 0.11 -2.32
H 1.26 -0.61 3.81
H 1.14 -2.40 3.34
H 2.72 -1.41 3.19
H 1.36 1.58 -0.52
H -0.98 -0.72 0.91
H -2.10 -0.86 -0.63
H -0.41 -1.62 -0.44
H -2.22 1.23 -0.98
H -1.29 1.73 0.41
H -0.95 2.38 -1.16
H -1.18 -0.51 -2.57
H -0.38 1.05 -2.97
H 0.58 -0.39 -2.62

Values from the calculation:
Structure (SMILES): CO[S@](=O)([O-])=C[N+](C)(C)C
E_HOMO (eV): -7.82
Orbital gap (eV): 8.40
Lowest unoccupied orbital energy (Eh): 0.021

The molecule's Löwdin atomic charges, reported in e, are given here:
1. C -0.11
2. O -0.36
3. S 0.58
4. O -0.26
5. O -0.34
6. C -0.21
7. N -0.45
8. C -0.06
9. C -0.07
10. C 0.01
11. H 0.08
12. H 0.12
13. H 0.08
14. H 0.07
15. H 0.08
16. H 0.16
17. H 0.10
18. H 0.14
19. H 0.06
20. H 0.08
21. H 0.11
22. H 0.13
23. H 0.07

<two>
Density functional theory data (wB97M-V/def2-TZVPD) for the molecule C5H13NO3S.

Positions of all 23 atoms, in Å:
C -0.88 -1.79 0.31
C 0.25 -0.84 -0.04
N -0.09 0.55 -0.38
C -1.32 0.96 0.37
C 1.02 1.50 -0.04
C -0.31 0.65 -1.84
S 1.37 -1.00 1.45
O 1.31 -2.42 1.72
O 2.66 -0.51 0.97
O 0.72 -0.12 2.41
H -1.51 -1.61 1.19
H -1.64 -1.97 -0.37
H -0.42 -2.74 0.45
H 0.64 -1.27 -0.94
H -2.23 0.56 -0.09
H -1.04 0.83 1.42
H -1.37 2.01 0.07
H 1.91 0.89 0.01
H 1.09 2.09 -0.85
H 0.65 2.11 0.73
H 0.66 0.89 -2.32
H -0.55 -0.25 -2.25
H -0.94 1.48 -2.00

Values from the calculation:
Structure (SMILES): C[C@@H]([N+](C)(C)C)S(=O)(=O)[O-]
E_HOMO (eV): -9.20
Orbital gap (eV): 9.35
Lowest unoccupied orbital energy (Eh): 0.005

The molecule's Löwdin atomic charges, reported in e, are given here:
1. C -0.09
2. C -0.33
3. N -0.34
4. C 0.01
5. C 0.03
6. C 0.02
7. S 0.47
8. O -0.32
9. O -0.36
10. O -0.33
11. H 0.10
12. H 0.05
13. H 0.08
14. H 0.13
15. H 0.12
16. H 0.10
17. H 0.10
18. H 0.08
19. H 0.05
20. H 0.10
21. H 0.13
22. H 0.08
23. H 0.10

Most stable to least stable, the ends of the list are <two> and <one>.

<one>
Density functional theory data (wB97M-V/def2-TZVPD) for a structure of composition C8H24LiO4S4.

Positions of all 41 atoms, in Å:
Li -0.17 0.51 0.41
C 0.27 4.85 1.41
S 1.17 3.45 0.80
O 0.15 2.33 0.82
C 1.52 3.96 -0.80
H -0.60 4.81 1.03
H 0.74 5.86 1.23
H 0.22 4.64 2.27
H 1.84 3.16 -1.36
H 1.92 4.97 -0.85
H 0.62 4.19 -1.23
C -3.38 -1.49 0.01
S -3.13 0.02 -0.84
O -1.68 0.19 -0.86
C -3.68 -0.61 -2.44
H -3.38 -1.40 1.07
H -2.51 -2.04 -0.43
H -4.27 -2.08 -0.05
H -2.86 -1.40 -2.77
H -3.87 0.23 -3.21
H -4.58 -1.03 -2.53
C 1.76 -0.53 -2.74
S 2.45 -0.85 -1.14
O 1.35 -0.41 -0.14
C 2.18 -2.62 -1.36
H 2.14 -1.10 -3.65
H 1.96 0.47 -2.97
H 0.57 -0.82 -2.65
H 1.06 -2.74 -1.44
H 2.48 -3.25 -0.37
H 2.75 -2.79 -2.23
C 1.62 -1.17 3.36
S -0.20 -1.44 3.02
O -0.64 -0.44 1.97
C -0.04 -2.92 2.12
H 1.94 -1.95 3.78
H 1.81 -0.34 4.05
H 2.05 -0.92 2.49
H -0.85 -3.28 1.72
H 0.55 -3.50 2.91
H 0.72 -2.53 1.59

Values from the calculation:
E_HOMO (eV): -11.80
Orbital gap (eV): 9.88
Lowest unoccupied orbital energy (Eh): -0.071
Net charge: +1

The molecule's Löwdin atomic charges, reported in e, are given here:
1. Li 0.55
2. C -0.17
3. S 0.91
4. O -0.59
5. C -0.25
6. H 0.00
7. H 0.13
8. H -0.06
9. H 0.03
10. H 0.09
11. H 0.03
12. C -0.27
13. S 0.84
14. O -0.59
15. C -0.25
16. H 0.05
17. H 0.07
18. H 0.06
19. H 0.11
20. H 0.09
21. H 0.00
22. C -0.28
23. S 0.90
24. O -0.65
25. C -0.27
26. H 0.09
27. H 0.01
28. H 0.13
29. H 0.07
30. H 0.12
31. H 0.02
32. C -0.14
33. S 0.92
34. O -0.63
35. C -0.21
36. H -0.03
37. H 0.08
38. H 0.01
39. H 0.01
40. H 0.11
41. H -0.03

<two>
Density functional theory data (wB97M-V/def2-TZVPD) for a structure of composition C8H24LiO4S4.

Positions of all 41 atoms, in Å:
Li 35.28 31.29 3.34
C 31.81 30.25 1.40
S 33.07 31.44 1.39
O 34.04 31.18 2.54
C 33.87 30.70 -0.04
H 32.15 29.25 1.42
H 31.13 30.20 0.59
H 31.33 30.31 2.31
H 34.09 29.63 0.12
H 34.72 31.14 -0.38
H 33.26 30.74 -0.99
C 39.03 33.25 2.08
S 38.39 31.54 2.20
O 37.14 31.45 3.05
C 37.83 31.55 0.51
H 39.39 33.54 3.08
H 38.12 33.92 1.96
H 39.68 33.30 1.30
H 38.70 31.62 -0.19
H 37.13 32.25 0.37
H 37.44 30.74 -0.05
C 33.96 30.39 6.73
S 34.75 29.05 5.78
O 35.00 29.84 4.45
C 36.36 29.10 6.60
H 32.99 30.64 6.00
H 34.38 31.31 6.81
H 33.71 29.86 7.80
H 36.82 30.15 6.99
H 37.01 28.90 5.89
H 36.26 28.22 7.25
C 35.49 35.27 4.43
S 35.32 33.78 5.41
O 34.84 32.68 4.56
C 37.06 33.37 5.76
H 35.99 36.17 5.04
H 34.54 35.42 4.39
H 35.95 35.06 3.41
H 37.32 33.86 6.74
H 37.72 33.64 4.90
H 37.12 32.34 5.75

Values from the calculation:
E_HOMO (eV): -11.84
Orbital gap (eV): 9.86
Lowest unoccupied orbital energy (Eh): -0.073
Net charge: +1

The molecule's Löwdin atomic charges, reported in e, are given here:
1. Li 0.47
2. C -0.26
3. S 0.97
4. O -0.63
5. C -0.24
6. H 0.06
7. H 0.07
8. H 0.04
9. H 0.08
10. H -0.01
11. H 0.10
12. C -0.22
13. S 0.93
14. O -0.61
15. C -0.27
16. H 0.06
17. H 0.08
18. H 0.02
19. H 0.09
20. H 0.01
21. H 0.05
22. C -0.27
23. S 0.94
24. O -0.66
25. C -0.24
26. H 0.13
27. H -0.03
28. H 0.11
29. H 0.13
30. H -0.03
31. H 0.05
32. C -0.23
33. S 0.86
34. O -0.60
35. C -0.22
36. H 0.13
37. H -0.05
38. H 0.08
39. H 0.08
40. H 0.05
41. H -0.01

Most stable to least stable, the ends of the list are <two> and <one>.

<one>
Density functional theory data (wB97M-V/def2-TZVPD) for a structure of composition C3H4N2O3.

Positions of all 12 atoms, in Å:
C -2.07 -0.68 0.04
C -0.80 0.19 0.04
C 1.24 0.75 -0.26
H -1.85 -1.47 -0.84
H -2.91 -0.03 -0.41
H -2.57 -1.16 1.13
H 3.71 -0.56 0.63
N -0.90 1.46 0.13
N 2.48 0.64 0.34
O 0.47 1.97 -0.28
O 2.82 -0.72 -0.19
O 0.37 -0.38 -0.33

Values from the calculation:
E_HOMO (eV): -9.34
Orbital gap (eV): 9.43
Lowest unoccupied orbital energy (Eh): 0.003

The molecule's Löwdin atomic charges, reported in e, are given here:
1. C -0.03
2. C -0.44
3. C -0.26
4. H 0.12
5. H 0.09
6. H 0.16
7. H 0.25
8. N 0.18
9. N 0.05
10. O 0.00
11. O -0.19
12. O 0.09

<two>
Density functional theory data (wB97M-V/def2-TZVPD) for the molecule C3H4N2O3.

Positions of all 12 atoms, in Å:
C -0.36 -1.80 2.49
N 0.32 -1.18 1.62
O -0.88 -0.70 0.58
C -0.40 0.10 -0.22
N 0.67 0.69 0.08
O 1.26 1.46 -0.97
C 0.11 1.33 -1.89
O -0.62 0.05 -1.54
H -1.58 -1.89 2.51
H 0.44 -2.08 3.41
H 0.51 0.98 -2.88
H -0.49 2.11 -1.85

Values from the calculation:
Structure (SMILES): C=NOC1=NOCO1
E_HOMO (eV): -8.58
Orbital gap (eV): 8.76
Lowest unoccupied orbital energy (Eh): 0.006

The molecule's Löwdin atomic charges, reported in e, are given here:
1. C -0.05
2. N 0.12
3. O 0.03
4. C -0.67
5. N 0.09
6. O -0.06
7. C -0.06
8. O 0.06
9. H 0.15
10. H 0.16
11. H 0.15
12. H 0.07

Most stable to least stable, the ends of the list are <one> and <two>.

<one>
Density functional theory data (wB97M-V/def2-TZVPD) for a cluster of 2 separate species, CH4OS2 in total.

Positions of all 8 atoms, in Å:
O -2.25 1.21 0.57
S -2.62 0.89 -0.80
C 0.71 -0.09 0.55
S 1.28 -0.03 -1.26
H 1.51 -0.59 1.12
H -0.06 -0.94 0.59
H 0.33 0.90 0.71
H 1.09 -1.35 -1.48

Values from the calculation:
Structure (SMILES): O=S.CS
E_HOMO (alpha / beta) (eV): -9.03 / -8.91
Orbital gap (alpha / beta) (eV): 7.58 / 7.45
Lowest unoccupied orbital energy (alpha / beta) (Eh): -0.053 / -0.054

The molecule's Löwdin atomic charges, reported in e, are given here:
1. O -0.70
2. S 0.71
3. C -0.45
4. S 0.55
5. H 0.02
6. H 0.05
7. H -0.01
8. H -0.17

<two>
Density functional theory data (wB97M-V/def2-TZVPD) for the molecule CH4OS2.

Positions of all 8 atoms, in Å:
S -0.65 1.26 -0.45
C -0.19 0.44 1.09
O 1.17 0.10 1.16
S 1.68 -0.71 -0.18
H 0.55 1.52 -0.78
H -0.81 -0.51 1.05
H -0.52 0.96 2.05
H 1.39 -1.95 0.40

Values from the calculation:
Structure (SMILES): SCOS
E_HOMO (eV): -8.92
Orbital gap (eV): 9.50
Lowest unoccupied orbital energy (Eh): 0.021

The molecule's Löwdin atomic charges, reported in e, are given here:
1. S 0.71
2. C -0.69
3. O -0.67
4. S 0.76
5. H -0.21
6. H 0.07
7. H 0.11
8. H -0.08

Most stable to least stable, the ends of the list are <two> and <one>.

<one>
Density functional theory data (wB97M-V/def2-TZVPD) for a cluster of 2 separate species, CH4OS2 in total.

Positions of all 8 atoms, in Å:
C -2.03 1.14 0.21
O -2.84 0.31 -0.41
S 1.12 -1.74 0.06
S -3.02 -1.24 0.11
H -1.81 2.10 -0.30
H -1.37 0.71 1.04
H -0.09 -1.25 -0.54
H 0.41 -2.79 -0.39

Values from the calculation:
E_HOMO (alpha / beta) (eV): -8.94 / -8.68
Orbital gap (alpha / beta) (eV): 8.16 / 7.08
Lowest unoccupied orbital energy (alpha / beta) (Eh): -0.029 / -0.059

The molecule's Löwdin atomic charges, reported in e, are given here:
1. C -0.07
2. O -0.66
3. S 0.41
4. S 0.56
5. H 0.09
6. H 0.10
7. H -0.20
8. H -0.23

<two>
Density functional theory data (wB97M-V/def2-TZVPD) for the molecule CH4OS2.

Positions of all 8 atoms, in Å:
S -0.49 1.21 -1.62
C -0.38 -0.15 -0.38
O 0.30 0.45 0.66
S 0.87 -0.53 1.90
H -0.52 2.13 -0.76
H 0.18 -1.02 -0.81
H -1.36 -0.45 -0.27
H 1.40 -1.65 1.28

Values from the calculation:
Structure (SMILES): SCOS
E_HOMO (eV): -9.34
Orbital gap (eV): 9.82
Lowest unoccupied orbital energy (Eh): 0.018

The molecule's Löwdin atomic charges, reported in e, are given here:
1. S 0.75
2. C -0.66
3. O -0.68
4. S 0.78
5. H -0.20
6. H 0.09
7. H 0.04
8. H -0.11

<three>
Density functional theory data (wB97M-V/def2-TZVPD) for a structure of composition CH4OS2.

Positions of all 8 atoms, in Å:
C -0.94 -0.46 -0.32
O -0.28 -1.49 0.02
S 1.43 1.16 0.05
S 2.19 -0.57 0.24
H -1.60 -0.09 0.43
H -1.40 -0.45 -1.31
H -0.14 0.49 -0.26
H 0.75 1.41 1.15

Values from the calculation:
E_HOMO (alpha / beta) (eV): -9.34 / -9.34
Orbital gap (alpha / beta) (eV): 7.87 / 7.86
Lowest unoccupied orbital energy (alpha / beta) (Eh): -0.054 / -0.054

The molecule's Löwdin atomic charges, reported in e, are given here:
1. C -0.39
2. O -0.20
3. S 0.36
4. S 0.23
5. H 0.08
6. H 0.10
7. H -0.07
8. H -0.12

Most stable to least stable, the ends of the list are <two> and <one>.

<one>
Density functional theory data (wB97M-V/def2-TZVPD) for a cluster of 2 separate species, C3H6O4 in total.

Positions of all 13 atoms, in Å:
C 1.21 -0.76 -0.26
C 0.95 0.71 -0.08
C -2.29 -0.14 0.03
O 0.77 -0.13 1.00
O 2.50 -1.24 -0.30
O 1.29 1.95 -0.04
O -1.66 0.73 -0.73
H 0.44 -1.34 -0.74
H -3.01 0.35 0.64
H -1.76 -0.90 0.63
H -2.69 -1.03 -0.75
H 3.30 -0.67 -0.21
H 0.97 2.46 0.82

Values from the calculation:
E_HOMO (alpha / beta) (eV): -8.38 / -6.95
Orbital gap (alpha / beta) (eV): 8.34 / 6.38
Lowest unoccupied orbital energy (alpha / beta) (Eh): -0.001 / -0.021

The molecule's Löwdin atomic charges, reported in e, are given here:
1. C -0.19
2. C -0.25
3. C -0.36
4. O 0.08
5. O 0.05
6. O 0.14
7. O -0.21
8. H 0.16
9. H 0.05
10. H 0.05
11. H 0.12
12. H 0.14
13. H 0.22

<two>
Density functional theory data (wB97M-V/def2-TZVPD) for a cluster of 2 separate species, C3H6O4 in total.

Positions of all 13 atoms, in Å:
C 2.26 0.79 0.01
C -0.11 -0.93 0.24
C -2.03 0.50 0.69
O 3.18 0.08 0.21
O 1.52 0.78 -1.15
O 0.20 -2.06 -0.30
O -1.41 -0.60 0.03
H 1.63 1.41 0.69
H -2.66 0.18 1.42
H -2.63 1.01 -0.10
H -1.29 1.11 1.09
H 1.74 0.08 -1.79
H -0.38 -2.36 -1.03

Values from the calculation:
E_HOMO (eV): -9.02
Orbital gap (eV): 9.64
Lowest unoccupied orbital energy (Eh): 0.023

The molecule's Löwdin atomic charges, reported in e, are given here:
1. C -0.42
2. C -0.18
3. C -0.05
4. O 0.10
5. O -0.01
6. O 0.07
7. O -0.12
8. H 0.14
9. H 0.06
10. H 0.11
11. H 0.06
12. H 0.11
13. H 0.13

Most stable to least stable, the ends of the list are <two> and <one>.